A | {
  "formula": "C3H9NO2S",
  "method": "ωB97M-V with the def2-TZVPD basis set",
  "homo_ha": [0.028, -0.168],
  "spin_multiplicity": 2,
  "charge": -1,
  "lumo_ev": [3.3, 3.2],
  "homo_lumo_gap_ha": [0.0939, 0.2875],
  "mol_weight_g_mol": 123.2,
  "symbols": ["C", "C", "S", "C", "N", "O", "H", "H", "H", "H", "H", "H", "H", "H", "H", "O"],
  "xyz": [[-1.23, -0.62, 0.13], [-0.62, -2.08, 0.00], [-0.30, -2.72, 1.70], [-0.08, 0.39, 0.26], [-0.27, 1.70, -0.20], [0.92, 0.15, 1.02], [-1.75, -0.44, -0.81], [-1.95, -0.50, 0.94], [-1.38, -2.66, -0.52], [0.36, -1.99, -0.45], [-1.29, -3.60, 1.82], [0.19, 1.81, -1.10], [0.05, 2.37, 0.49], [2.60, 1.98, -0.92], [2.51, 3.35, -1.57], [2.23, 2.86, -0.79]]
}

B | {
  "formula": "C3H9NO2S",
  "method": "ωB97M-V with the def2-TZVPD basis set",
  "homo_ha": [0.000, -0.124],
  "spin_multiplicity": 2,
  "charge": -1,
  "lumo_ev": [2.9, 2.9],
  "homo_lumo_gap_ha": [0.1088, 0.2306],
  "mol_weight_g_mol": 123.2,
  "symbols": ["O", "C", "C", "C", "S", "N", "H", "H", "H", "H", "H", "H", "H", "H", "H", "O"],
  "xyz": [[2.64, 0.18, -2.17], [1.87, -0.77, -1.81], [0.85, -0.50, -0.69], [0.32, 0.95, -0.87], [-1.36, 1.06, -0.06], [1.40, -0.73, 0.65], [1.77, -1.77, -2.26], [-0.02, -1.17, -0.80], [0.89, 1.69, -0.32], [0.13, 1.22, -1.90], [-1.96, 0.28, -0.96], [1.42, 0.12, 1.21], [2.35, -1.07, 0.65], [-3.07, 0.55, 2.55], [-3.63, 0.12, 3.84], [-3.60, -0.16, 2.94]]
}

Most stable to least stable: B, A

A | {
  "formula": "CH6NO2",
  "method": "ωB97M-V with the def2-TZVPD basis set",
  "homo_ha": -0.563,
  "charge": 1,
  "lumo_ev": -4.2,
  "homo_lumo_gap_ha": 0.4094,
  "mol_weight_g_mol": 64.1,
  "symbols": ["N", "H", "H", "H", "H", "O", "C", "O", "H", "H"],
  "xyz": [[-1.22, 1.60, 0.28], [-2.21, 1.89, 0.30], [-1.12, 0.57, 0.36], [-0.83, 2.06, 1.11], [-0.86, 2.03, -0.57], [-0.06, -0.96, -0.54], [0.97, -1.39, -0.11], [1.52, -2.54, -0.52], [1.48, -0.90, 0.73], [2.32, -2.37, -1.04]]
}

B | {
  "formula": "CH6NO2",
  "method": "ωB97M-V with the def2-TZVPD basis set",
  "homo_ha": -0.589,
  "charge": 1,
  "lumo_ev": -3.8,
  "homo_lumo_gap_ha": 0.4494,
  "mol_weight_g_mol": 64.1,
  "symbols": ["N", "H", "H", "H", "H", "O", "C", "O", "H", "H"],
  "xyz": [[0.33, 0.69, 1.52], [-0.02, 1.14, 2.38], [0.71, -0.22, 1.81], [0.95, 1.28, 0.91], [-0.43, 0.41, 0.84], [-1.28, -0.30, -0.34], [-0.58, -0.41, -1.33], [0.66, -0.89, -1.37], [-1.02, -0.17, -2.32], [0.67, -1.53, -2.10]]
}

Most stable to least stable: B, A

A | {
  "formula": "C3H5O4S",
  "method": "ωB97M-V with the def2-TZVPD basis set",
  "homo_ha": -0.159,
  "charge": -1,
  "lumo_ev": 3.5,
  "smiles": "O=C([O-])[C@H](O)[C@@H](O)S",
  "homo_lumo_gap_ha": 0.2877,
  "mol_weight_g_mol": 137.1,
  "symbols": ["O", "C", "O", "C", "O", "C", "O", "S", "H", "H", "H", "H", "H"],
  "xyz": [[0.76, -1.50, 0.91], [0.93, -0.99, -0.17], [1.89, -0.85, -0.85], [-0.48, -0.31, -0.78], [-0.05, 0.35, -1.91], [-0.95, 0.59, 0.42], [-1.30, -0.06, 1.55], [0.44, 1.80, 0.76], [-1.31, -1.06, -0.97], [0.92, 0.34, -1.87], [-1.73, 1.22, 0.01], [-0.46, -0.53, 1.90], [1.34, 0.99, 0.99]]
}

B | {
  "formula": "C3H5O4S",
  "method": "ωB97M-V with the def2-TZVPD basis set",
  "homo_ha": -0.194,
  "charge": -1,
  "lumo_ev": 4.0,
  "smiles": "C=C(CO)S(=O)(=O)[O-]",
  "homo_lumo_gap_ha": 0.3394,
  "mol_weight_g_mol": 137.1,
  "symbols": ["C", "C", "C", "O", "S", "O", "O", "O", "H", "H", "H", "H", "H"],
  "xyz": [[1.35, -0.85, 0.74], [0.30, -0.28, 0.24], [-1.13, -0.51, 0.55], [-1.71, 0.67, 0.87], [0.48, 0.82, -1.17], [1.91, 1.09, -1.33], [-0.34, 1.95, -0.76], [-0.05, 0.03, -2.30], [2.25, -0.54, 0.40], [1.38, -1.65, 1.49], [-1.68, -0.92, -0.26], [-1.08, -1.16, 1.45], [-1.69, 1.34, 0.08]]
}

Most stable to least stable: A, B

A | {
  "formula": "C6H6N2O",
  "method": "ωB97M-V with the def2-TZVPD basis set",
  "homo_ha": -0.299,
  "lumo_ev": 0.8,
  "homo_lumo_gap_ha": 0.3285,
  "mol_weight_g_mol": 122.1,
  "symbols": ["C", "C", "C", "C", "C", "C", "H", "H", "H", "H", "H", "H", "N", "N", "O"],
  "xyz": [[-0.92, 2.62, 1.42], [-1.07, -0.74, 0.23], [-0.06, -1.36, -0.48], [0.87, -2.44, -1.23], [0.93, -0.47, -0.80], [0.61, 0.78, -0.22], [-1.31, 3.19, 2.25], [-0.13, 3.13, 0.82], [-1.94, -1.07, 0.79], [0.57, -2.74, -2.22], [1.31, -3.30, -0.74], [1.16, 1.80, -0.12], [-1.22, 1.39, 1.30], [-0.62, 0.56, 0.41], [1.82, -1.34, -1.39]]
}

B | {
  "formula": "C6H6N2O",
  "method": "ωB97M-V with the def2-TZVPD basis set",
  "homo_ha": -0.368,
  "lumo_ev": 0.2,
  "smiles": "C=C(C#N)[C@H]1CNC1=O",
  "homo_lumo_gap_ha": 0.3750,
  "mol_weight_g_mol": 122.1,
  "symbols": ["C", "C", "C", "N", "C", "C", "N", "C", "O", "H", "H", "H", "H", "H", "H"],
  "xyz": [[-2.25, -0.94, 0.48], [-1.11, -0.24, 0.21], [-1.15, 1.20, 0.32], [-1.11, 2.34, 0.39], [0.33, -0.73, -0.23], [1.08, 0.20, -1.17], [2.09, 0.37, -0.12], [1.27, -0.12, 0.88], [1.45, 0.02, 2.12], [-2.24, -2.02, 0.16], [-3.20, -0.47, 0.82], [0.27, -1.73, -0.45], [0.41, 1.14, -1.42], [1.46, -0.33, -2.10], [2.70, 1.32, 0.13]]
}

Most stable to least stable: B, A

A | {
  "formula": "C6H10O3",
  "method": "ωB97M-V with the def2-TZVPD basis set",
  "homo_ha": -0.307,
  "lumo_ev": 0.6,
  "smiles": "C/C=C(/O)[C@H](C)C(=O)O",
  "homo_lumo_gap_ha": 0.3303,
  "mol_weight_g_mol": 130.1,
  "symbols": ["C", "C", "C", "O", "C", "C", "C", "O", "O", "H", "H", "H", "H", "H", "H", "H", "H", "H", "H"],
  "xyz": [[0.58, -0.38, 1.92], [0.73, -1.06, 0.59], [0.78, -0.51, -0.66], [1.31, -1.15, -1.72], [-0.21, 0.53, -1.06], [0.12, 1.95, -0.63], [-1.42, -0.07, -0.20], [-2.17, 0.66, 0.42], [-1.84, -1.27, -0.70], [-0.24, 0.33, 1.93], [0.37, -1.13, 2.68], [1.49, 0.14, 2.22], [1.22, -2.02, 0.67], [1.82, -1.91, -1.42], [-0.40, 0.44, -2.13], [0.39, 2.00, 0.42], [0.95, 2.33, -1.21], [-0.76, 2.57, -0.77], [-2.72, -1.45, -0.34]]
}

B | {
  "formula": "C6H10O3",
  "method": "ωB97M-V with the def2-TZVPD basis set",
  "homo_ha": -0.307,
  "lumo_ev": 0.7,
  "smiles": "CC(=C=O)[C@H](C)C(O)O",
  "homo_lumo_gap_ha": 0.3338,
  "mol_weight_g_mol": 130.1,
  "symbols": ["C", "C", "C", "O", "C", "C", "C", "O", "O", "H", "H", "H", "H", "H", "H", "H", "H", "H", "H"],
  "xyz": [[-2.10, 1.28, 0.37], [-1.13, 0.13, 0.18], [-1.56, -1.07, -0.06], [-2.02, -2.14, -0.16], [0.35, 0.39, 0.23], [0.89, 0.91, -1.10], [1.10, -0.98, 0.62], [2.47, -0.79, 0.76], [0.83, -1.95, -0.35], [-2.68, 1.46, -0.54], [-1.54, 2.18, 0.60], [-2.79, 1.08, 1.18], [0.56, 1.12, 1.02], [1.94, 1.19, -1.02], [0.78, 0.14, -1.86], [0.32, 1.78, -1.41], [0.75, -1.29, 1.62], [2.84, -0.60, -0.11], [0.98, -2.83, 0.02]]
}

Most stable to least stable: B, A

A | {
  "formula": "C2H2OS2",
  "method": "ωB97M-V with the def2-TZVPD basis set",
  "homo_ha": -0.321,
  "lumo_ev": -0.8,
  "smiles": "O=CC(=S)S",
  "homo_lumo_gap_ha": 0.2923,
  "mol_weight_g_mol": 106.2,
  "symbols": ["O", "C", "C", "S", "S", "H", "H"],
  "xyz": [[-2.36, 0.31, 0.08], [-1.38, 0.89, 0.20], [0.23, -0.03, 0.10], [1.61, 0.87, 0.10], [0.05, -1.69, 0.07], [-1.36, 1.99, 0.43], [1.26, -2.03, 0.51]]
}

B | {
  "formula": "C2H2OS2",
  "method": "ωB97M-V with the def2-TZVPD basis set",
  "homo_ha": -0.338,
  "lumo_ev": -1.9,
  "smiles": "O=CC(=S)S",
  "homo_lumo_gap_ha": 0.2698,
  "mol_weight_g_mol": 106.2,
  "symbols": ["O", "C", "C", "S", "S", "H", "H"],
  "xyz": [[0.04, -1.31, -1.86], [0.10, -0.11, -1.55], [0.16, 0.19, -0.05], [0.51, 1.68, 0.66], [-0.61, -1.01, 1.02], [0.19, 0.96, -2.20], [-0.49, -1.70, -0.28]]
}

C | {
  "formula": "C2H2OS2",
  "method": "ωB97M-V with the def2-TZVPD basis set",
  "homo_ha": -0.322,
  "lumo_ev": -0.3,
  "smiles": "C1OC12SS2",
  "homo_lumo_gap_ha": 0.3104,
  "mol_weight_g_mol": 106.2,
  "symbols": ["C", "O", "C", "S", "S", "H", "H"],
  "xyz": [[0.95, -0.09, -0.05], [0.22, -0.27, 1.18], [-0.65, -0.07, 0.17], [-2.02, -0.92, -0.53], [-1.83, 1.15, -0.26], [1.29, 0.95, -0.12], [2.03, -0.76, -0.38]]
}

Most stable to least stable: A, B, C

A | {
  "formula": "C5H14NO2",
  "method": "ωB97M-V with the def2-TZVPD basis set",
  "homo_ha": [0.137, -0.020],
  "spin_multiplicity": 2,
  "charge": -2,
  "lumo_ev": [6.2, 6.2],
  "homo_lumo_gap_ha": [0.0914, 0.2477],
  "mol_weight_g_mol": 120.2,
  "symbols": ["C", "N", "C", "O", "C", "C", "C", "H", "H", "H", "H", "H", "H", "H", "H", "H", "H", "H", "H", "H", "H", "O"],
  "xyz": [[0.21, -0.22, 0.43], [-0.46, -1.57, 0.39], [0.04, -2.47, -0.65], [0.31, -3.66, -0.07], [-0.87, 0.92, 0.33], [-0.19, 2.20, -0.11], [-1.29, 3.20, -0.64], [1.09, -0.06, 1.11], [0.73, 0.00, -0.57], [-0.74, -2.12, 1.30], [-0.69, -2.58, -1.56], [1.07, -2.16, -1.10], [-1.33, 1.03, 1.25], [-1.57, 0.54, -0.45], [0.41, 2.61, 0.60], [0.54, 1.80, -0.91], [-1.46, 2.87, -1.68], [-0.80, 4.22, -0.58], [-2.29, 3.13, -0.03], [2.84, -2.08, 1.54], [1.74, -2.96, 0.61], [2.73, -2.65, 0.78]]
}

B | {
  "formula": "C5H14NO2",
  "method": "ωB97M-V with the def2-TZVPD basis set",
  "homo_ha": [0.060, 0.012],
  "spin_multiplicity": 2,
  "charge": -2,
  "lumo_ev": [6.9, 6.9],
  "homo_lumo_gap_ha": [0.1941, 0.2422],
  "mol_weight_g_mol": 120.2,
  "symbols": ["C", "C", "C", "N", "C", "C", "O", "H", "H", "H", "H", "H", "H", "H", "H", "H", "H", "H", "H", "H", "H", "O"],
  "xyz": [[0.45, -0.58, 1.27], [1.78, -1.24, 1.31], [-0.42, -1.03, 0.07], [-1.70, -0.39, -0.07], [-1.64, 0.59, -1.20], [-0.77, 1.88, -0.77], [-1.44, 2.02, 1.13], [-0.16, -1.01, 2.14], [0.49, 0.51, 1.43], [1.79, -2.19, 1.93], [1.97, -1.57, 0.29], [2.66, -0.66, 1.59], [-0.44, -2.24, 0.19], [0.29, -0.91, -0.86], [-1.70, 0.43, 0.68], [-2.67, 0.77, -1.55], [-1.29, 0.10, -2.16], [-0.88, 2.78, -1.40], [-1.54, 2.17, 0.08], [2.86, -0.84, -1.82], [0.30, 1.77, -0.50], [2.06, -0.35, -1.78]]
}

Most stable to least stable: A, B

A | {
  "formula": "C12H21CaClCsF5LiN2O5S",
  "method": "ωB97M-V with the def2-TZVPD basis set",
  "homo_ha": -0.327,
  "charge": 1,
  "lumo_ev": -5.6,
  "homo_lumo_gap_ha": 0.1218,
  "mol_weight_g_mol": 615.7,
  "symbols": ["C", "C", "C", "O", "C", "N", "C", "C", "C", "F", "C", "F", "F", "S", "O", "O", "F", "H", "H", "H", "H", "H", "H", "H", "H", "H", "H", "H", "H", "H", "O", "H", "H", "F", "Ca", "N", "C", "C", "C", "C", "H", "H", "H", "H", "H", "Cl", "O", "H", "Li", "Cs"],
  "xyz": [[4.89, -2.93, -1.03], [4.90, -1.37, -0.67], [3.90, -0.54, -1.63], [3.36, 0.51, -0.80], [2.23, 1.12, -1.40], [0.96, 0.33, -1.27], [0.90, -0.44, 0.01], [1.16, -2.01, -0.20], [0.29, -2.66, -1.33], [-0.53, -1.97, -2.22], [0.27, -4.09, -1.45], [-0.93, -4.73, -1.14], [1.35, -4.85, -1.88], [-0.44, 1.28, -1.59], [-0.46, 1.78, -3.00], [-0.47, 2.40, -0.59], [-1.88, 0.44, -1.40], [3.93, -3.13, -1.60], [5.75, -3.18, -1.71], [4.95, -3.52, -0.06], [4.48, -1.23, 0.38], [5.94, -0.92, -0.67], [4.54, -0.15, -2.48], [3.06, -1.22, -2.00], [2.06, 2.20, -1.07], [2.46, 1.19, -2.52], [-0.20, -0.38, 0.39], [1.52, 0.00, 0.85], [0.81, -2.50, 0.79], [2.27, -2.24, -0.27], [-5.04, 1.19, -1.97], [-5.14, 1.74, -1.17], [-4.18, 0.74, -1.84], [-4.45, 3.32, -2.22], [-6.55, 0.02, -0.90], [-0.08, 2.29, 3.42], [-0.30, 2.92, 4.61], [-0.87, 4.14, 4.35], [-1.00, 4.25, 2.94], [-0.51, 3.09, 2.39], [0.33, 1.38, 3.31], [-0.03, 2.45, 5.55], [-1.16, 4.88, 5.09], [-1.41, 5.08, 2.39], [-0.43, 2.77, 1.36], [-1.97, -0.79, 0.52], [-9.22, -0.20, 1.17], [-10.16, -0.04, 1.17], [0.93, -4.17, 0.98], [-9.81, -2.27, 0.42]]
}

B | {
  "formula": "C12H21CaClCsF5LiN2O5S",
  "method": "ωB97M-V with the def2-TZVPD basis set",
  "homo_ha": -0.327,
  "charge": 1,
  "lumo_ev": -5.4,
  "homo_lumo_gap_ha": 0.1303,
  "mol_weight_g_mol": 615.7,
  "symbols": ["C", "C", "C", "O", "C", "N", "C", "C", "C", "F", "C", "F", "F", "S", "O", "O", "F", "H", "H", "H", "H", "H", "H", "H", "H", "H", "H", "H", "H", "H", "O", "H", "H", "F", "Ca", "N", "C", "C", "C", "C", "H", "H", "H", "H", "H", "Cl", "O", "H", "Li", "Cs"],
  "xyz": [[-2.34, 1.47, 4.93], [-1.80, 0.04, 4.67], [-2.40, -0.59, 3.40], [-1.38, -1.40, 2.82], [-1.69, -1.76, 1.52], [-1.39, -0.66, 0.55], [-0.23, 0.17, 0.97], [-0.64, 1.54, 1.50], [-1.57, 2.33, 0.61], [-2.13, 1.83, -0.47], [-1.83, 3.65, 0.88], [-1.49, 4.59, -0.01], [-2.47, 4.10, 1.95], [-1.34, -1.26, -1.01], [-2.62, -1.75, -1.36], [-0.27, -2.19, -1.10], [-1.03, -0.13, -2.06], [-2.75, 1.86, 4.00], [-3.16, 1.44, 5.65], [-1.53, 2.09, 5.31], [-0.72, 0.10, 4.46], [-1.91, -0.62, 5.52], [-3.26, -1.19, 3.71], [-2.70, 0.19, 2.70], [-1.21, -2.69, 1.21], [-2.76, -1.95, 1.47], [0.36, 0.44, 0.07], [0.45, -0.35, 1.63], [0.31, 2.10, 1.51], [-0.98, 1.49, 2.54], [-0.73, 0.02, -5.32], [0.12, -0.48, -5.35], [-0.84, 0.23, -4.37], [-0.76, -2.22, -5.32], [0.45, 1.59, -6.27], [3.61, -1.81, 0.05], [4.90, -2.26, -0.06], [4.89, -3.34, -0.91], [3.54, -3.54, -1.33], [2.78, -2.58, -0.72], [3.32, -1.04, 0.62], [5.70, -1.78, 0.47], [5.75, -3.91, -1.20], [3.18, -4.30, -2.00], [1.72, -2.38, -0.76], [0.86, 1.38, -1.50], [2.70, 2.56, -8.11], [2.95, 2.56, -9.05], [0.32, 3.72, 2.06], [2.02, 4.71, -8.54]]
}

Most stable to least stable: B, A